[1]
Computed, not measured: a structure of composition C19H15CrNOS4, with wB97M-V/def2-TZVPD.

Last column: Löwdin charge in e.
Positions of all 41 atoms, in Å:
Cr 0.04289 -0.12374 0.07482  0.06
S -0.60634 -1.92461 1.42327  0.67
S -1.12285 1.46647 1.67224  0.91
S 1.13711 -1.70270 -1.30953  0.76
S 1.63197 -0.01255 1.76940  0.56
O -0.28271 -0.00226 -1.72046  -0.55
N -1.93272 0.61553 -0.72766  0.03
C -4.11072 0.78220 -2.36022  -0.09
C -2.96414 0.13858 -2.87859  -0.05
C 3.27070 -2.08963 2.21066  -0.16
C 3.36930 -4.16117 1.01775  -0.12
C -0.46937 -0.83952 -2.91206  -0.24
C 2.25211 -2.21470 0.02418  -0.62
C 3.68838 -3.40456 2.13856  -0.13
C -1.81928 -0.03408 -2.11633  -0.20
C -2.88483 1.80346 1.13186  -0.28
C 2.51337 -1.47897 1.20067  -0.65
C -1.95701 -1.94380 3.75157  -0.14
C -2.26882 0.75863 4.01418  -0.15
C 2.71223 -3.53657 -0.02716  -0.15
C -2.86529 -0.06852 4.94231  -0.12
C -2.98340 1.23776 -0.30668  -0.34
C -1.37166 -1.12080 2.76442  -0.65
C -4.14174 1.32033 -1.10507  -0.06
C -1.48225 0.27154 2.96422  -0.52
C -2.66342 -1.44442 4.82131  -0.11
H -3.07320 -2.12327 5.56014  0.09
H -0.75624 -1.77699 -3.37363  0.09
H -3.60525 1.23303 1.70896  0.09
H 4.19460 -3.85872 2.98289  0.09
H -5.00108 0.82796 -2.97851  0.10
H 3.59490 -5.21870 0.95344  0.09
H -3.00613 2.88289 1.06546  0.08
H 0.05417 -0.21994 -3.63987  0.08
H -1.81903 -3.01465 3.65975  0.09
H 2.40938 -4.10649 -0.89847  0.08
H -5.05009 1.76872 -0.72135  0.10
H 3.46284 -1.51975 3.11313  0.08
H -2.41267 1.83125 4.09090  0.10
H -3.44141 0.34171 5.76170  0.09
H -3.02842 -0.25313 -3.88429  0.09

HOMO level (spin up / spin down) = -3.656 / -3.715 eV
2S+1 = 2
Expectation value of S² = 0.86
Maximum force = 4.7 eV/A
Total charge = -1
Calculated total energy = -95240.3971 eV
HOMO-LUMO gap (spin up / spin down) = 6.262 / 6.323 eV


[2]
Computed, not measured: a structure of composition C19H15F3N4O7Pt, with wB97M-V/def2-TZVPD.

Last column: Löwdin charge in e.
Positions of all 49 atoms, in Å:
Pt -0.12371 0.73624 0.04661  1.49
F -3.53861 -1.45376 2.50985  0.17
F -1.87282 -1.87794 3.82456  0.18
F -2.79315 0.07900 3.85610  0.17
O 1.66248 0.60168 -1.12762  -0.22
O 2.03022 1.76644 4.11002  0.16
O -1.86222 0.55755 1.30129  -0.04
O -1.10031 2.15434 -1.16421  -0.13
O -1.99780 4.18642 -1.06281  0.12
O -0.42071 -1.05396 1.74561  0.00
O 1.91451 0.76611 2.09765  0.07
N 2.30255 -0.57841 -1.13756  -0.16
N -2.10683 -3.15362 -4.28051  0.16
N 0.01129 2.48610 1.27241  0.04
N -0.77818 -0.61410 -1.29074  -0.11
C -1.68287 -2.32546 -3.30857  -0.29
C 2.33702 -1.23594 -2.31163  0.00
C -1.48034 -0.45596 1.96586  -0.55
C -0.73540 -0.24033 -2.58731  -0.13
C 1.55697 1.60283 2.88166  -0.45
C 3.66481 -2.94880 -1.31590  -0.03
C 2.92426 -1.05681 -0.04985  0.02
C -0.92524 3.35787 0.87413  -0.15
C -1.16679 -1.05091 -3.60037  0.01
C -1.41103 4.34682 1.71612  0.05
C 0.51122 2.60578 2.51461  -0.15
C -1.72851 -2.69435 -1.95427  0.02
C 0.07204 3.56186 3.40562  0.04
C -0.92869 4.43934 3.00201  0.01
C 3.60794 -2.25321 -0.12082  0.00
C 3.01786 -2.42520 -2.42577  -0.01
C -1.27474 -1.82999 -0.99556  -0.07
C -1.40812 3.26518 -0.55773  -0.56
C -2.43679 -0.94124 3.07080  -0.56
H 2.83687 -0.45410 0.83623  0.11
H 1.81283 -0.75063 -3.11891  0.14
H 4.09402 -2.62252 0.77015  0.13
H -1.12928 -0.68466 -4.61740  0.13
H 2.69342 1.08082 4.28450  0.15
H 4.20697 -3.88138 -1.38474  0.12
H -0.36318 0.75303 -2.78616  0.12
H 3.03881 -2.92486 -3.38313  0.12
H -1.30712 5.18584 3.68653  0.13
H -2.16061 5.01753 1.31925  0.14
H -2.11858 -2.86019 -5.24070  0.12
H 0.50274 3.61219 4.39379  0.13
H -2.53105 -4.03630 -4.05892  0.12
H -1.28929 -2.10571 0.04642  0.11
H -2.12687 -3.65260 -1.65062  0.12

HOMO level (spin up / spin down) = -11.207 / -12.173 eV
2S+1 = 2
Expectation value of S² = 0.75
Maximum force = 0.7 eV/A
Total charge = +1
Calculated total energy = -51632.4429 eV
HOMO-LUMO gap (spin up / spin down) = 7.524 / 8.519 eV


[3]
Computed, not measured: a structure of composition C19H15F6N2O4Tc, with wB97M-V/def2-TZVPD.

Last column: Löwdin charge in e.
Positions of all 47 atoms, in Å:
Tc 0.32189 0.34275 0.42006  1.74
F -0.15415 -2.84954 3.99218  0.19
F 0.99515 0.40168 2.60652  0.02
F 0.32671 -0.27908 4.56494  0.24
F -0.83748 1.19118 3.47312  0.19
F -0.77743 -3.29011 1.96711  0.19
F 1.09417 -2.24321 2.31989  0.15
O -1.27127 4.65749 1.06853  -0.05
O -0.27117 2.10360 0.38860  -0.24
O -0.98464 -0.69329 1.26861  -0.21
O 1.65510 -0.74184 -0.32245  -0.20
N -0.22880 0.18283 -1.48965  -0.13
N 0.34757 -0.86976 -2.16791  0.13
C -2.44982 2.87099 -2.46788  -0.02
C -0.14173 0.06227 3.39114  -0.52
C -1.00941 0.96437 -2.14947  0.01
C -1.11103 2.75750 -0.45449  -0.20
C 1.63837 -3.32266 -2.91985  -0.02
C -0.17929 -2.38815 2.74402  -0.57
C 0.02823 4.52515 1.65244  -0.04
C 3.60485 -4.68217 -2.70299  -0.06
C 4.07558 -3.85558 -1.69336  -0.06
C -2.33403 -1.14869 3.19742  0.05
C -1.53422 2.19256 -1.65899  -0.14
C 2.11162 -2.49079 -1.90386  -0.16
C -1.59871 4.01115 -0.07318  -0.21
C -2.96444 4.08061 -2.07036  -0.04
C -2.53318 4.64224 -0.88242  0.05
C 3.33148 -2.76051 -1.28811  -0.01
C 1.31780 -1.33694 -1.49923  -0.36
C 2.38494 -4.41717 -3.31478  -0.06
C -0.92874 -1.03783 2.64599  -0.38
H 0.68579 -3.10589 -3.38389  0.12
H -3.68372 4.60252 -2.68606  0.12
H -2.90197 5.60490 -0.55143  0.14
H -1.23337 0.66734 -3.17107  0.16
H -2.74986 2.42647 -3.40958  0.12
H -2.85219 -0.20242 3.06773  0.11
H 0.80280 4.57258 0.88717  0.10
H 0.12122 3.60504 2.22195  0.07
H 5.02576 -4.06510 -1.22043  0.11
H -2.85632 -1.92459 2.64206  0.11
H 0.13098 5.37404 2.32090  0.10
H -2.31426 -1.41370 4.25345  0.12
H 2.01809 -5.06759 -4.09737  0.11
H 3.69410 -2.11460 -0.50038  0.12
H 4.18905 -5.53802 -3.01465  0.11

HOMO level (spin up / spin down) = -11.739 / -11.759 eV
2S+1 = 2
Expectation value of S² = 0.76
Maximum force = 2.2 eV/A
Total charge = +1
Calculated total energy = -49613.5233 eV
HOMO-LUMO gap (spin up / spin down) = 7.037 / 6.196 eV


[4]
Computed, not measured: a structure of composition C19H15IMnN5O6, with wB97M-V/def2-TZVPD.

Last column: Löwdin charge in e.
Positions of all 47 atoms, in Å:
I 3.15391 1.28456 -2.38752  0.16
Mn 1.46784 -0.07299 -0.80271  0.59
O 0.30116 -5.65284 0.48843  0.15
O 1.85857 -4.02236 -0.87990  0.09
O 2.03163 -1.82524 -1.21266  -0.13
O -2.46237 3.66987 -0.90418  0.06
O -0.23417 0.20659 -1.82494  -0.11
O -1.37295 -5.32635 1.92242  0.11
N 2.77301 0.25517 0.87033  0.01
N 0.76015 1.60343 -0.02803  -0.13
N -0.37906 2.10287 -0.55008  0.07
N -1.19386 -2.59989 1.75211  0.19
N 0.12470 -1.28317 0.62009  0.13
C -4.45731 2.20369 -3.52566  -0.07
C -0.83483 1.28229 -1.50819  -0.40
C -2.08622 1.64389 -2.18487  -0.08
C 1.34899 2.13245 0.98037  -0.04
C -2.82727 2.79318 -1.85487  -0.26
C -3.72772 1.06418 -3.86587  -0.08
C -0.52126 -4.89766 1.18156  -0.48
C 3.35113 1.91584 2.48035  0.00
C 2.52836 1.42997 1.47880  -0.26
C 4.45649 1.16367 2.84889  -0.04
C -1.60179 -0.14342 2.03099  0.02
C 3.84035 -0.45580 1.21121  -0.09
C 1.51356 -2.87193 -0.64835  -0.51
C -2.55574 0.79613 -3.19603  -0.02
C -0.87794 -1.31624 1.47438  -0.31
C 4.70868 -0.03776 2.20761  -0.03
C 0.44398 -2.58617 0.33417  -0.11
C -0.36834 -3.42586 1.03821  -0.06
C -4.01662 3.05620 -2.53658  -0.01
H 3.13463 2.86655 2.94757  0.12
H -2.59136 -0.05572 1.57966  0.10
H -5.38074 2.42767 -4.04466  0.11
H 5.56513 -0.64439 2.46294  0.11
H 0.93301 -5.10504 -0.06211  0.07
H -1.04968 0.76496 1.80592  0.06
H -4.07517 0.40222 -4.64659  0.10
H -1.60425 3.37523 -0.53056  0.06
H 0.97829 3.04862 1.42600  0.14
H -4.57057 3.94524 -2.26720  0.12
H -1.72385 -0.23030 3.11047  0.09
H 3.99863 -1.37277 0.65700  0.13
H -1.96402 -0.07593 -3.43763  0.12
H 5.12043 1.51920 3.62528  0.12
H -1.91557 -2.95183 2.36445  0.18

HOMO level (spin up / spin down) = -8.497 / -8.496 eV
2S+1 = 5
Expectation value of S² = 6.06
Maximum force = 0.2 eV/A
Calculated total energy = -79107.4026 eV
HOMO-LUMO gap (spin up / spin down) = 6.869 / 6.821 eV